# 1
The following is a quantum chemistry calculation of an isolated ion of composition C2H4O3PS and charge -1 in a non-equilibrium geometry, from OMol25.

Last column: Löwdin charge in e.
Atoms and positions in Å:
H -0.615 -1.163 -0.901  0.04
S 1.237 -0.294 0.022  0.33
H 0.576 2.489 0.634  -0.17
O 1.178 -0.961 -1.307  -0.40
H -1.282 -1.278 0.695  0.07
O 1.263 -1.186 1.156  -0.37
O 2.278 0.673 0.212  -0.39
H -2.254 -0.302 -0.504  0.05
C -0.411 0.522 0.086  -0.75
C -1.302 -0.670 -0.202  -0.18
P -0.668 2.169 0.110  0.78

Output
net charge	-1
SMILES	[H]/P=C(/C)S(=O)(=O)[O-]
LUMO	3.77	eV
strongest force on any atom	1.97	eV/A
energy above the lowest of the compared OMol25 structures with the same formula, charge and spin	76.4	kcal/mol

=====

# 2
The following is a quantum chemistry calculation of the molecule C2H4O3S in a non-equilibrium geometry, from OMol25.

Last column: Löwdin charge in e.
Atoms and positions in Å:
O 0.958 1.514 0.408  0.01
H -1.309 -1.444 -0.181  0.10
H 0.386 -1.489 0.603  0.06
C -0.035 1.076 -0.345  -0.20
C -0.236 -0.999 -0.137  -0.15
H -0.940 1.505 0.074  0.12
O -0.144 -0.438 -2.752  -0.26
O 1.902 -0.250 -1.365  -0.30
H 1.657 1.299 -0.194  0.06
S 0.468 -0.297 -1.502  0.57

Output
LUMO	0.52	eV
strongest force on any atom	3.31	eV/A
energy above the lowest of the compared OMol25 structures with the same formula, charge and spin	75.1	kcal/mol

=====

# 3
The following is a quantum chemistry calculation of a 3-piece molecular cluster, C2H4O3S3 overall in a non-equilibrium geometry, from OMol25.

Last column: Mulliken spin population.
Atoms and positions in Å:
O 1.255 0.311 -0.387  0.14
H -1.346 -0.701 2.824  0.00
O -0.261 -1.321 -1.911  0.00
H 3.126 1.320 -1.033  0.02
H -1.691 -1.314 0.818  0.00
S -0.691 1.839 -1.251  1.14
S 2.212 2.081 -1.881  0.11
S -1.735 -0.210 1.656  0.01
H 0.604 -0.242 0.146  -0.01
O 0.744 0.010 -3.515  0.01
C 0.876 1.308 -1.089  0.57
C 0.233 -0.596 -2.648  0.00

Output
spin multiplicity	3
LUMO (alpha / beta)	0.27 / -2.84	eV
strongest force on any atom	6.50	eV/A

=====

# 4
The following is a quantum chemistry calculation of a 2-piece molecular cluster, C2H4O4 overall in a non-equilibrium geometry, from OMol25.

Last column: Löwdin charge in e.
Atoms and positions in Å:
O -0.220 1.418 0.703  0.00
O 0.234 -1.406 -0.772  0.05
H -1.994 2.587 0.543  0.06
C -0.860 1.542 -0.419  -0.30
H 0.132 -0.675 -1.367  0.06
O -1.951 2.178 -0.274  0.10
H 1.187 -3.005 0.395  0.13
C 1.268 -1.164 -0.011  -0.28
O 1.673 -2.187 0.620  0.09
H 0.531 0.712 0.581  0.07

Output
LUMO	0.73	eV
strongest force on any atom	3.85	eV/A
energy above the lowest of the compared OMol25 structures with the same formula, charge and spin	92.0	kcal/mol

=====

# 5
The following is a quantum chemistry calculation of a 2-piece molecular cluster, C2H4O4 overall in a non-equilibrium geometry, from OMol25.

Last column: Löwdin charge in e.
Atoms and positions in Å:
O -0.774 -1.078 0.673  0.07
H 0.952 -1.103 0.576  0.08
H 2.633 0.681 -1.075  0.12
O 0.764 1.062 -0.644  0.03
H -0.897 1.056 -0.469  0.08
H -2.689 -0.545 0.953  0.12
O -1.745 0.742 -0.065  0.09
O 1.735 -0.781 0.087  0.07
C 1.750 0.358 -0.621  -0.29
C -1.729 -0.393 0.586  -0.38

Output
SMILES	O=CO.O=CO
LUMO	0.90	eV
strongest force on any atom	5.10	eV/A
energy above the lowest of the compared OMol25 structures with the same formula, charge and spin	13.1	kcal/mol

=====

# 6
The following is a quantum chemistry calculation of C2H4O4RhS as an isolated structure in a non-equilibrium geometry, from OMol25.

Last column: Mulliken spin population.
Atoms and positions in Å:
C -2.411 -0.686 -0.482  0.03
O 2.145 -0.812 -0.475  0.47
O 0.432 0.148 1.065  0.33
H -3.207 -1.133 -1.103  0.01
O 1.289 1.506 -0.716  0.28
H -0.575 -1.678 -0.364  0.00
H -2.080 -1.392 1.210  0.00
O -2.057 0.478 -0.767  0.09
Rh -0.522 1.383 -0.086  2.55
S 1.845 0.432 0.320  0.21
H -1.886 -2.671 0.046  0.00
C -1.516 -1.646 0.210  0.02

Output
spin multiplicity	5
net charge	+1
LUMO (alpha / beta)	-4.98 / -8.31	eV
strongest force on any atom	4.24	eV/A
energy above the lowest of the compared OMol25 structures with the same formula, charge and spin	23.2	kcal/mol

=====

# 7
The following is a quantum chemistry calculation of a 2-piece molecular cluster, C2H4O4S overall in a non-equilibrium geometry, from OMol25.

Last column: Löwdin charge in e.
Atoms and positions in Å:
C 2.396 1.350 -0.224  -0.42
H 0.181 -1.414 1.072  0.09
H 0.168 0.021 2.059  0.06
C 0.161 -0.345 1.088  -0.13
O -1.113 0.124 0.666  -0.55
H -0.271 2.045 -1.110  0.00
O 3.248 0.812 0.379  0.21
H 1.108 -0.024 0.626  0.05
S -1.481 1.640 0.664  0.89
O -1.215 2.123 -0.863  -0.43
O 1.550 1.842 -0.791  0.22

Output
SMILES	O=C=O.COSO
LUMO	0.32	eV
strongest force on any atom	4.65	eV/A
energy above the lowest of the compared OMol25 structures with the same formula, charge and spin	15.5	kcal/mol

=====

# 8
The following is a quantum chemistry calculation of a 2-piece molecular cluster, C2H4O7S2 overall in a non-equilibrium geometry, from OMol25.

Last column: Löwdin charge in e.
Atoms and positions in Å:
H 1.720 -0.432 1.406  0.10
O 1.697 1.736 1.975  -0.58
C -0.306 -0.024 -1.026  -0.20
O 0.998 -0.982 1.863  -0.15
S 0.299 1.618 2.362  0.55
O -2.832 -0.880 -0.556  -0.39
H -0.129 1.027 -0.729  0.08
O 0.651 -0.793 -1.707  -0.14
H 0.069 -1.563 -2.056  0.05
S -1.948 -0.623 -1.673  0.41
O -2.387 0.365 -2.648  -0.39
H -1.067 -0.449 1.630  0.05
O -1.526 -1.900 -2.298  -0.41
C -0.053 -0.079 1.688  -0.35
O -0.556 2.606 1.601  -0.60

Output
net charge	-2
LUMO (alpha / beta)	5.96 / 5.88	eV
strongest force on any atom	2.85	eV/A
energy above the lowest of the compared OMol25 structures with the same formula, charge and spin	75.6	kcal/mol

=====

# 9
The following is a quantum chemistry calculation of a 2-piece molecular cluster, C2H4OS2 overall in a non-equilibrium geometry, from OMol25.

Last column: Löwdin charge in e.
Atoms and positions in Å:
H 0.412 -0.596 0.923  -0.10
O 1.054 -3.321 0.842  -0.57
H 0.689 -0.573 -0.956  0.04
C 0.099 -0.434 -0.120  -0.13
S 1.485 -1.808 2.074  0.41
H -1.509 0.256 -1.317  0.08
H -1.742 0.145 0.666  0.06
S 3.203 -1.145 1.804  0.26
C -1.161 -0.005 -0.260  -0.05

Output
LUMO (alpha / beta)	-3.09 / -3.09	eV
strongest force on any atom	7.00	eV/A
energy above the lowest of the compared OMol25 structures with the same formula, charge and spin	126.4	kcal/mol

=====

# 10
The following is a quantum chemistry calculation of the molecule C2H4OS2 in a non-equilibrium geometry, from OMol25.

Last column: Löwdin charge in e.
Atoms and positions in Å:
S -2.874 2.184 1.102  0.63
H 0.393 -0.587 0.528  0.01
H -1.153 -0.791 1.362  0.01
O -1.869 2.807 2.028  -0.68
S -1.761 0.566 -0.324  0.63
C -0.431 -0.083 0.962  -0.26
C -1.742 1.223 -1.750  -0.36
H -0.065 0.605 1.760  0.05
H -0.925 1.296 -2.442  -0.04

Output
LUMO (alpha / beta)	-1.42 / -1.49	eV
strongest force on any atom	1.29	eV/A
energy above the lowest of the compared OMol25 structures with the same formula, charge and spin	132.9	kcal/mol

=====

# 11
The following is a quantum chemistry calculation of a 2-piece molecular cluster, C2H4OS3 overall in a non-equilibrium geometry, from OMol25.

Last column: Löwdin charge in e.
Atoms and positions in Å:
C -1.319 -0.067 0.658  -0.13
C -0.782 0.840 -0.499  -0.70
S 3.290 0.284 0.010  0.23
H -1.309 0.397 1.642  0.06
S -0.067 2.275 -0.488  0.65
S 2.699 -1.321 -0.796  0.40
H -0.944 0.494 -1.437  -0.02
H -0.626 -0.862 0.997  0.07
H -2.261 -0.408 0.372  0.04
O 1.319 -1.630 -0.459  -0.61

Output
LUMO	-1.99	eV
strongest force on any atom	3.69	eV/A
energy above the lowest of the compared OMol25 structures with the same formula, charge and spin	47.8	kcal/mol

=====

# 12
The following is a quantum chemistry calculation of a 2-piece molecular cluster, C2H4OS3 overall in a non-equilibrium geometry, from OMol25.

Last column: Löwdin charge in e.
Atoms and positions in Å:
C -1.365 -1.150 0.136  -0.49
H -1.329 -2.129 -0.491  0.06
S -1.243 0.148 -1.137  0.52
H -0.635 -0.907 0.884  -0.02
S 3.496 -0.381 0.862  0.71
H -2.293 -1.113 0.660  0.01
S 0.162 1.328 0.056  0.53
O -0.367 2.656 0.326  -0.61
H 0.995 1.516 -1.022  -0.08
C 2.579 0.033 -0.273  -0.64

Output
LUMO	-0.62	eV
strongest force on any atom	2.46	eV/A
energy above the lowest of the compared OMol25 structures with the same formula, charge and spin	91.2	kcal/mol

=====

# 13
The following is a quantum chemistry calculation of the molecule C2H4OS3 in a non-equilibrium geometry, from OMol25.

Last column: Mulliken spin population.
Atoms and positions in Å:
S 1.702 2.832 -0.157  0.93
S 0.792 1.245 0.362  0.14
H -1.085 -0.680 0.980  0.00
H -0.087 0.305 -1.673  -0.01
H -0.573 -2.064 -0.082  0.00
O 0.245 1.260 1.685  0.01
H -1.944 -1.134 -0.352  0.01
S 1.869 -0.544 -0.118  0.72
C -0.964 -1.041 0.017  -0.01
C 0.046 -0.179 -0.662  0.20

Output
spin multiplicity	3
LUMO (alpha / beta)	-0.14 / -3.52	eV
strongest force on any atom	3.36	eV/A
energy above the lowest of the compared OMol25 structures with the same formula, charge and spin	52.7	kcal/mol

=====

# 14
The following is a quantum chemistry calculation of a 2-piece molecular cluster, C2H4S2 overall in a non-equilibrium geometry, from OMol25.

Last column: Löwdin charge in e.
Atoms and positions in Å:
H 1.837 -0.326 -0.210  0.10
H 1.000 0.893 0.557  0.02
C -0.414 -0.463 0.127  -1.15
H -1.859 1.954 -0.456  0.09
S -0.978 -1.158 1.629  0.51
S -1.076 -1.960 -0.355  0.54
H 0.614 0.822 -1.076  0.06
C 0.876 0.237 -0.216  -0.17

Output
LUMO (alpha / beta)	-0.44 / -0.52	eV
strongest force on any atom	2.97	eV/A
energy above the lowest of the compared OMol25 structures with the same formula, charge and spin	112.9	kcal/mol

=====

# 15
The following is a quantum chemistry calculation of a 2-piece molecular cluster, C2H4S2 overall in a non-equilibrium geometry, from OMol25.

Last column: Löwdin charge in e.
Atoms and positions in Å:
H -0.786 -1.174 0.523  0.00
C 1.069 0.923 1.265  -0.95
S 1.964 -0.240 2.232  0.43
C -0.436 -0.496 -0.222  0.09
H 1.542 1.712 0.716  0.00
S 0.454 1.037 2.885  0.45
H 0.314 -0.804 -0.919  -0.01
H -1.058 0.335 -0.492  -0.01

Output
LUMO	-0.29	eV
strongest force on any atom	3.57	eV/A
energy above the lowest of the compared OMol25 structures with the same formula, charge and spin	86.3	kcal/mol

=====

# 16
The following is a quantum chemistry calculation of the molecule C2H4S2 in a non-equilibrium geometry, from OMol25.

Last column: Löwdin charge in e.
Atoms and positions in Å:
S -0.807 -0.764 -0.025  0.76
C 0.315 0.546 -0.153  -1.04
H -3.253 0.143 0.088  0.10
C -2.148 0.624 0.063  -0.34
H -1.622 1.004 0.914  -0.02
S 1.920 0.066 0.041  0.52
H -1.970 1.442 -0.656  0.03
H 0.025 1.552 -0.045  -0.01

Output
SMILES	CSC=S
LUMO	-0.59	eV
strongest force on any atom	5.73	eV/A
energy above the lowest of the compared OMol25 structures with the same formula, charge and spin	39.8	kcal/mol

=====

# 17
The following is a quantum chemistry calculation of a 2-piece molecular cluster, C2H4S3 overall in a non-equilibrium geometry, from OMol25.

Last column: Löwdin charge in e.
Atoms and positions in Å:
H 1.057 -0.031 0.711  -0.29
S -1.046 -2.135 0.892  0.69
S -1.217 0.969 0.739  0.85
H 0.088 0.301 -1.198  0.04
C -1.052 -0.676 0.231  -1.28
S 2.298 0.073 0.221  0.50
H 2.659 1.183 0.965  -0.17
H -1.781 0.114 -1.656  0.09
C -1.006 0.202 -0.905  -0.43

Output
SMILES	S=C1CS1.S
LUMO	-0.56	eV
strongest force on any atom	2.43	eV/A
energy above the lowest of the compared OMol25 structures with the same formula, charge and spin	35.2	kcal/mol

=====

# 18
The following is a quantum chemistry calculation of a 2-piece molecular cluster, C2H4S3 overall in a non-equilibrium geometry, from OMol25.

Last column: Mulliken spin population.
Atoms and positions in Å:
H 0.287 -1.696 2.314  0.02
S 0.733 0.764 2.162  0.25
S -1.694 0.285 0.226  1.14
H 0.262 1.146 -1.937  0.00
S 0.061 0.669 -3.158  0.00
C -0.395 0.007 1.109  0.51
C 0.582 -0.968 1.567  0.05
H 1.358 -1.299 0.888  0.02
H -1.194 1.092 -3.170  0.00

Output
spin multiplicity	3
LUMO (alpha / beta)	0.67 / -2.75	eV
strongest force on any atom	2.16	eV/A
energy above the lowest of the compared OMol25 structures with the same formula, charge and spin	16.7	kcal/mol

=====

# 19
The following is a quantum chemistry calculation of the molecule C2H4S4 in a non-equilibrium geometry, from OMol25.

Last column: Löwdin charge in e.
Atoms and positions in Å:
H 0.073 -1.172 -1.888  0.07
H -1.221 1.447 1.426  -0.20
H 1.788 0.495 2.038  0.00
S 3.122 -0.778 0.063  0.03
C -0.318 -1.076 -0.849  -0.10
H -0.737 -2.059 -0.601  0.06
S 0.489 1.506 -0.497  0.54
C -0.474 0.112 -0.179  -1.20
S 2.370 0.879 0.675  0.06
S -1.592 0.263 1.163  0.74

Output
LUMO	-1.10	eV
strongest force on any atom	2.63	eV/A
energy above the lowest of the compared OMol25 structures with the same formula, charge and spin	28.5	kcal/mol

=====

# 20
The following is a quantum chemistry calculation of the molecule C2H4Si in a non-equilibrium geometry, from OMol25.

Last column: Löwdin charge in e.
Atoms and positions in Å:
H -1.351 -0.162 -0.772  -0.06
Si -0.222 0.031 0.191  0.39
H 2.299 0.297 -0.058  -0.08
C 1.688 -0.480 0.482  -0.01
H 1.370 1.423 -1.543  0.03
H -0.910 0.457 1.585  -0.06
C 0.819 0.522 -1.094  -0.20

Output
LUMO (alpha / beta)	-0.90 / -1.27	eV
strongest force on any atom	4.32	eV/A
energy above the lowest of the compared OMol25 structures with the same formula, charge and spin	141.2	kcal/mol